No. 1
# C30H67NOPS

A cluster of 3 separate species, C30H67NOPS in total at a distorted geometry (ωB97M-V/def2-TZVPD, OMol25).

- Charge: +1
- E: -2052.244228 Ha
- HOMO-LUMO gap: 8.480 eV

Cartesian coordinates (Å):
S -3.2956 -2.5280 -1.3352
P -2.0735 -1.5880 0.2148
O -2.6963 4.0017 3.1588
N -4.7987 2.5635 3.1361
C 0.6672 1.9954 3.7532
C -1.1022 0.1009 6.5398
C -0.7168 3.1734 -3.7506
C 5.0564 -4.0967 -4.6842
C 0.4940 -2.2381 -1.0138
C -4.6223 2.2908 1.6595
C 1.7544 -1.2755 -0.5482
C -3.3559 2.8490 5.3972
C 4.0197 -3.3788 -5.5511
C 0.9838 1.7612 2.1619
C -0.4639 -2.6481 0.2928
C 2.7626 -2.9915 -4.7874
C -0.3843 -2.4220 6.2404
C -0.7349 -1.2665 7.3709
C 5.6165 -3.2767 -3.5162
C -2.0409 4.8041 -5.1941
C 7.4969 -2.1298 -4.7986
C -2.2744 0.5958 -2.8719
C -3.5099 1.0834 1.3377
C -0.9552 1.9214 -4.6027
C -3.5831 -0.1678 2.3907
C -3.5760 3.1840 3.7741
C 6.2778 -1.9520 -3.9038
C -3.1215 -1.6205 1.8019
C 1.2886 0.1838 0.0533
C -2.2382 1.1492 -4.2882
C 1.1862 0.1965 1.7161
C -1.8299 4.2226 -3.8027
C 0.1883 1.0531 6.1765
C 0.8718 0.6757 4.7041
H -2.3207 0.3115 -4.9907
H 2.2857 -3.8744 -4.3501
H -1.8131 0.7579 7.2273
H -1.5689 5.0401 -3.1209
H 1.9335 2.4083 1.8775
H 0.1326 -2.5360 1.2933
H 2.4414 -1.8769 0.1990
H -0.2210 -1.7168 -1.8080
H 2.4031 -1.0546 -1.5168
H 2.1451 0.9645 -0.2222
H 2.0433 -2.5168 -5.4618
H -2.2495 1.3947 -2.1249
H -0.6897 -3.8045 0.1492
H -2.4649 -3.0210 -2.3707
H 0.7787 -2.4259 6.0538
H 4.6064 -5.0118 -4.2785
H -0.5614 2.8795 -2.7060
H -5.1679 1.7435 3.6650
H 2.9804 -2.2825 -3.9832
H 2.2560 -0.1426 2.0940
H -0.9636 2.1984 -5.6633
H 7.9493 -1.1564 -5.0131
H 6.3478 -3.8947 -2.9800
H -1.6982 -1.6099 7.9738
H 0.0724 2.2178 1.5526
H -1.4251 -0.0712 -2.6932
H -3.1498 1.6998 5.4740
H 0.3159 -0.2845 4.3302
H -3.1183 1.7796 -4.4591
H -0.0969 1.2493 -4.4755
H -4.3451 3.0728 6.0080
H -2.3557 4.0391 -5.9083
H 4.4571 -2.4875 -6.0151
H -2.4531 1.6088 1.5175
H -5.6541 1.8656 1.2605
H 0.3110 0.5863 -0.4559
H -4.0410 -2.3663 1.6488
H 0.1662 -1.0645 8.0955
H -4.3831 3.2541 1.0316
H -0.2356 2.1669 6.1196
H 0.3228 -0.4933 2.1123
H -2.5158 3.5257 5.8787
H -0.4328 2.3898 3.8866
H -3.6915 0.8007 0.2117
H -2.8200 5.5723 -5.1649
H 0.9760 -3.2192 -1.4812
H -4.7332 -0.2789 2.6933
H -1.1218 5.2683 -5.5643
H -0.8102 -3.4401 6.6417
H 4.8148 -3.0707 -2.7976
H 6.5917 -1.4392 -2.9874
H -0.9676 -2.1734 5.2442
H -1.6763 -0.2855 -0.2501
H 5.8812 -4.4279 -5.3258
H 2.0156 0.4822 4.9077
H 7.2334 -2.5910 -5.7537
H -2.7722 3.8030 -3.4334
H -1.7360 -0.1233 5.5624
H 1.0003 1.0631 7.0511
H -3.1938 0.0235 -2.7144
H 3.7347 -4.0440 -6.3746
H 5.5555 -1.2902 -4.3946
H -2.4474 -2.1289 2.6454
H -3.0345 0.0958 3.4176
H 0.2235 3.6374 -4.0743
H 1.4123 2.8314 4.1662
H 8.2510 -2.7526 -4.3080

No. 2
# C30H68F4IN7O8P3S2

A structure of composition C30H68F4IN7O8P3S2 at a distorted geometry (ωB97M-V/def2-TZVPD, OMol25).

- Energy above the lowest of the compared OMol25 structures with the same formula, charge and spin: 14.548 eV
- Charge: +1
- E: -4685.691451 Ha
- HOMO-LUMO gap: 3.366 eV

Cartesian coordinates (Å):
I 5.0574 -2.4568 -2.1532
S 2.9132 -3.1592 -3.5702
S 1.8868 1.9118 0.4566
P -1.9731 5.4299 2.6760
P -2.6275 -5.8428 1.3249
P 3.6001 1.0740 0.1905
F 5.5088 3.8011 -4.6206
F 4.2330 5.4881 -3.4076
F 0.8165 1.2153 -6.0146
F 6.4977 5.0606 -2.7046
O -1.2624 -0.0270 -5.4270
O 4.1646 4.2484 -1.0859
O -2.0995 4.2611 1.6684
O -2.0147 0.7347 -1.5003
O -2.5162 -4.5160 2.1150
O 1.9869 0.7084 -3.1236
O 6.1304 1.0340 -5.6723
O 1.0840 -3.0258 0.9504
N -2.7555 -7.3682 0.4164
N -4.3497 -5.8219 1.4203
N 3.3907 -1.3757 -1.3868
N -3.0730 6.3976 1.7578
N -1.8278 6.7735 3.8345
N -2.0259 -6.7454 2.6713
N -2.8791 4.5749 3.8692
C -2.1950 3.3975 4.4203
C 3.3027 -2.0168 -0.0340
C -5.2609 -6.9603 1.4470
C 3.4504 0.8830 -2.8174
C 5.7980 0.3909 -4.3458
C -2.8256 -7.0623 -1.0292
C -0.6924 0.9322 -2.1885
C 4.6885 3.3293 -2.1572
C 3.8131 0.0725 -1.4482
C 1.0358 -1.0648 -4.6206
C 1.9687 -1.8227 0.8597
C 2.3031 -1.7995 -2.3594
C -3.7334 5.1277 4.9140
C -2.9793 6.2694 0.2957
C 4.2300 0.4773 -4.1674
C -0.9752 -6.0933 3.4674
C -2.4463 -0.7275 0.5351
C -1.8568 0.7281 -0.0433
C -0.0109 -0.5376 -2.2820
C -4.9863 -4.7512 0.6416
C 0.0674 0.0711 -5.3754
C -1.6590 -8.3494 0.5433
C -2.8863 -7.4887 3.5791
C 6.8788 0.9969 -3.3173
C 5.2753 4.4089 -3.2954
C 1.4647 -0.6041 -3.0701
C -0.5945 6.5905 4.6307
C 3.4350 2.5282 -2.7301
C -1.7337 8.1473 3.3006
C -4.4757 6.5582 2.1093
H 0.7052 -2.9746 1.8994
H 2.3248 -1.6386 1.9851
H 1.5021 -2.4511 -1.7552
H 2.4502 2.9016 -2.1665
H 4.6203 2.1246 0.3364
H 1.2900 -0.9075 0.5917
H -4.3234 4.3336 5.3898
H 5.5402 2.7278 -1.6208
H -2.3115 -7.9638 4.3830
H -3.4033 7.1454 -0.2045
H 3.2485 2.8999 -3.8519
H -1.3952 -5.3733 4.1791
H 1.9375 -1.1681 -5.3517
H -1.4742 8.8616 4.0919
H -1.6639 -8.8565 1.5116
H -0.5764 5.6178 5.1235
H 7.0065 1.5195 -5.5944
H -3.6446 -6.3784 -1.2549
H -3.1628 5.6225 5.7096
H -1.7665 -9.1588 -0.1894
H -4.4746 5.8305 4.5440
H 3.8216 -0.6049 -4.4768
H -2.6885 8.5087 2.9101
H 0.2974 6.6542 3.9988
H -1.9007 -6.5925 -1.3795
H 6.9421 0.5313 -2.2477
H 7.9444 0.7221 -3.7967
H 5.0097 0.0176 -1.4784
H -4.3899 -3.8302 0.6475
H -0.7273 0.7321 0.2612
H 6.9391 2.1856 -3.2562
H -0.0889 1.7535 -1.6149
H -5.0059 7.1841 1.3816
H 4.2721 -1.7154 0.5947
H 3.8356 0.2597 1.3930
H -0.9960 1.4278 -3.2260
H -4.5773 7.1084 3.0473
H -1.9337 6.2058 -0.0231
H -3.5087 5.3809 -0.0672
H -5.9645 -4.4880 1.0604
H -4.9961 5.5984 2.1726
H 3.4339 -3.1916 -0.2099
H -6.2769 -6.6348 1.7059
H -3.6472 -6.8514 4.0384
H 4.8785 4.3263 -0.3903
H -5.1297 -5.0434 -0.4009
H -3.0136 -7.9681 -1.6164
H -5.3262 -7.4730 0.4794
H -2.9166 2.6628 4.7960
H 1.8354 -3.9903 -3.9378
H 3.7865 1.1680 -5.0393
H -0.9771 8.2192 2.5113
H -1.5266 3.6683 5.2404
H -1.7655 -1.6347 0.1882
H -2.3394 -0.6558 1.7092
H -2.3957 1.6358 0.4977
H -1.5943 2.8802 3.6616
H -0.5242 7.3383 5.4284
H -0.6810 -7.8784 0.3939
H -3.3553 -8.3296 3.0636
H 0.3740 -2.0391 -4.5695
H -0.3945 -6.8294 4.0316
H -0.7651 -1.2513 -2.8685
H 0.0366 -0.9619 -1.1877
H 6.1260 -0.7488 -4.5251
H -0.2653 -5.5686 2.8195
H -5.0126 -7.6992 2.2036
H -3.5432 -0.9089 0.1727

No. 3
# C30H68N4O16

A structure of composition C30H68N4O16 at a distorted geometry (ωB97M-V/def2-TZVPD, OMol25).

- Energy above the lowest of the compared OMol25 structures with the same formula, charge and spin: 12.523 eV
- E: -2605.226305 Ha
- HOMO-LUMO gap: 6.920 eV

Cartesian coordinates (Å):
O 2.3306 -4.8918 -4.0117
O -0.3564 3.2832 -1.7247
O 1.5916 2.3892 -2.0057
O 4.2376 0.9762 -1.5837
O -3.4284 1.9622 2.3713
O -0.8344 -0.1658 -3.8427
O 3.0876 -2.1298 2.5533
O -0.5194 -2.4708 -1.4937
O 0.7916 3.6552 -3.5207
O 0.6976 0.7612 4.3083
O -1.8784 3.8582 0.4003
O -0.8964 -0.1728 -1.7027
O 0.3616 -0.3318 1.5833
O -1.6824 -1.8608 -2.8217
O 5.8036 -4.7268 0.0743
O -1.5174 3.5522 -5.9137
N -0.9814 2.7132 -3.6457
N 0.7096 3.1722 -2.3627
N 0.7976 -0.0668 -0.8417
N -1.0674 -0.7148 -2.7917
C 3.8636 -3.9208 -0.7897
C 2.0006 -0.7738 -0.5017
C -3.2044 5.7512 1.0383
C -0.3024 0.9832 5.3143
C 1.7276 -2.6478 4.5783
C -2.6344 -3.6358 -1.3457
C 5.4526 -5.3578 -2.2097
C -4.7974 1.6932 2.1523
C 0.3496 0.7792 6.8203
C 0.7576 3.5582 -5.5887
C -0.7314 -3.6538 0.4123
C -0.6234 3.2872 -5.0947
C 4.7016 -1.0628 -2.5787
C 5.1616 -4.7168 -0.8737
C -2.7274 4.9252 -0.0537
C 2.8216 -3.9148 -1.9117
C 4.4266 -5.4788 -3.1827
C -1.4754 0.3122 0.2303
C 2.6306 -3.1278 3.4243
C -5.0444 0.5382 3.1023
C -2.3724 2.8252 -3.2547
C 3.1616 -4.7908 -3.0957
C 4.0106 0.3122 -2.7857
C -0.0014 -0.0288 0.4613
C -1.1324 -3.5018 -0.9957
C 2.4636 0.0582 -2.9177
C -3.8254 4.5372 -0.9957
C -1.4574 0.1582 5.1633
C -5.7074 2.8122 2.3933
C 3.9376 -3.5978 4.0103
H -2.0284 0.2732 4.3403
H 2.7946 -0.1578 -0.2277
H -0.6354 2.1782 5.1113
H 4.3926 0.8212 -3.7367
H 5.6746 -1.0628 -2.5727
H -5.8954 3.6102 1.5883
H -2.0934 5.6702 -0.3967
H -3.1924 -4.4118 -0.9407
H 2.0016 -3.2278 -1.9817
H 4.7026 -6.0078 -4.1857
H 0.1016 -0.4358 -1.5597
H -4.5814 5.3052 -1.1827
H -1.2684 -0.9878 5.2573
H -4.7924 1.3522 1.1983
H 1.4216 1.0792 6.5683
H 3.6046 -3.2948 0.1393
H -0.1794 2.9802 -3.0347
H 3.8036 -1.6108 2.8943
H 4.4586 -2.8118 4.5853
H -3.9134 6.4552 0.6123
H 1.1336 0.9192 -1.2977
H -6.6664 2.3922 2.7173
H 1.3726 4.4672 -5.4617
H -4.7504 4.0102 -0.5887
H 0.3076 -3.5488 0.5443
H -1.4064 3.3672 -0.2307
H -0.8054 -2.5978 -2.3907
H 4.2756 -1.5628 -1.8717
H -5.9714 0.2942 3.1593
H 0.8646 2.8862 -6.4107
H -3.4014 4.1882 -1.9317
H 2.2786 -0.6808 -3.7597
H 0.6016 -2.4498 4.5513
H 2.1026 -1.7828 5.2433
H -3.0994 2.7432 1.8853
H 1.9256 0.9302 -2.9927
H 2.2706 -3.9618 2.8803
H 2.2256 -1.1478 -1.4987
H 0.1816 1.0972 3.5833
H 1.7616 -1.6638 0.1873
H 1.7036 -3.4248 5.3033
H -2.3424 6.0642 1.6013
H 1.3536 3.1142 -4.8327
H 3.5736 -4.1088 4.7323
H 0.5376 -0.3068 7.1583
H -3.2614 2.2842 -3.8807
H -1.0514 -4.5928 0.9823
H 6.4076 -5.8678 -2.2147
H 1.9116 -0.5328 -2.1677
H -2.9034 -3.4698 -2.3917
H -1.9514 -0.2838 -0.5017
H -0.7284 -4.4618 -1.5277
H -0.1534 1.0802 7.5923
H -4.4964 -0.3618 2.6653
H -1.1674 -2.8118 1.1363
H -4.6444 0.8062 4.1163
H -0.8234 1.6642 -3.6587
H -2.5434 2.6742 -2.1867
H -2.9744 -2.9168 -0.8307
H -1.5314 1.4372 -0.2587
H -2.1634 0.5142 5.8803
H -2.6254 3.8962 -3.2437
H 4.5986 -1.6488 -3.5127
H 4.4556 -4.3148 3.2003
H -3.6404 5.1602 1.5213
H -1.9874 0.4702 1.0893
H -5.4534 3.4462 3.2493
H 3.6496 1.7662 -1.7617

No. 4
# C30H68O36S7

A structure of composition C30H68O36S7 at a distorted geometry (ωB97M-V/def2-TZVPD, OMol25).

- Energy above the lowest of the compared OMol25 structures with the same formula, charge and spin: 0.300 eV
- E: -6679.413962 Ha
- HOMO-LUMO gap: 9.629 eV

Cartesian coordinates (Å):
S -18.8855 5.1763 -7.8079
S -27.8995 10.5289 -11.4253
S -18.8749 9.9623 -11.2152
S -28.1563 6.4736 -14.4244
S -24.8681 3.4065 -6.1087
S -23.3627 6.7065 -11.1305
S -22.7286 7.9003 -4.6981
O -17.6785 4.7264 -6.9317
O -26.1520 2.9545 -10.7383
O -16.3489 4.7718 -14.4447
O -26.5086 11.0443 -10.7268
O -22.7084 7.9334 -6.1157
O -28.4874 5.0075 -13.8367
O -22.3687 6.4482 -9.8208
O -25.1470 3.4895 -7.7130
O -24.6570 6.3062 -10.7334
O -23.7329 6.8520 -4.1846
O -28.7288 11.6205 -11.6979
O -17.7931 9.9654 -6.9409
O -25.5152 4.4792 -5.4686
O -19.6476 4.0476 -8.0921
O -23.4309 9.2557 -4.2734
O -18.3804 6.0950 -8.7571
O -28.4843 5.3833 -8.8053
O -19.9567 9.2929 -11.7919
O -19.7938 6.0399 -6.7126
O -23.2867 8.2995 -11.1441
O -22.6373 6.2074 -12.2238
O -27.3019 7.0124 -13.2392
O -25.5223 3.7428 -13.3516
O -29.3521 7.2266 -14.5974
O -18.9264 11.3190 -10.8129
O -27.2261 9.8912 -12.6910
O -27.2571 6.1764 -15.4816
O -17.5605 9.6726 -12.0735
O -24.9914 2.0265 -5.7147
O -18.4285 9.0193 -9.9017
O -21.4887 7.6962 -4.0301
O -16.8960 13.0072 -8.8430
O -23.2536 3.8167 -6.0842
O -28.3518 9.4925 -10.5744
O -18.8163 6.2596 -14.3979
O -27.2928 7.7978 -7.1587
C -22.5866 8.8064 -9.9455
C -16.9961 8.7471 -9.9580
C -27.1007 2.3828 -9.9165
C -17.5369 6.7790 -13.9776
C -16.4035 6.1046 -14.8275
C -19.8657 6.9010 -13.6454
C -22.8349 3.9758 -7.4812
C -29.3247 5.6670 -7.7229
C -15.7783 3.8886 -15.4160
C -24.8380 8.9187 -4.5594
C -18.9356 9.1805 -6.7675
C -25.8007 9.6240 -12.5161
C -28.2587 5.0254 -12.3877
C -27.7144 9.1150 -7.1870
C -26.9196 7.2578 -8.4063
C -17.9160 11.3162 -7.5502
C -27.8122 6.4592 -12.0016
C -24.1203 4.2920 -8.3575
C -15.7958 13.7666 -9.1802
C -24.7681 4.7814 -13.9100
C -17.7491 5.2811 -5.6209
C -25.0595 7.3821 -4.2861
C -24.7290 2.9054 -12.5465
C -21.6663 7.6456 -9.5717
C -19.2256 5.8257 -5.4183
C -25.6055 2.0906 -11.6841
C -25.5563 9.9525 -11.0401
C -27.1360 5.7534 -8.4836
C -16.5691 11.9813 -7.8369
C -16.4848 9.6546 -11.1081
H -25.0291 9.1805 -5.6147
H -19.8230 5.0007 -4.9650
H -19.7490 7.9920 -13.6989
H -15.3489 14.3209 -8.3247
H -26.4981 5.4854 -9.2759
H -25.1889 10.3632 -13.0260
H -23.4417 9.0063 -9.2257
H -16.0906 12.4676 -6.9846
H -27.4597 7.7160 -9.2228
H -24.0250 4.0042 -9.4358
H -28.4291 9.4650 -6.3933
H -25.5746 7.2462 -3.3204
H -15.8997 2.9470 -14.9438
H -28.6035 7.1045 -11.6413
H -25.6655 9.1041 -10.3834
H -25.6462 6.9452 -5.0728
H -15.5653 9.3983 -11.6631
H -24.0646 3.5007 -11.8972
H -22.1247 9.7061 -10.2753
H -16.2354 3.9174 -16.4121
H -16.2870 10.6496 -10.6666
H -24.0938 2.3232 -13.2101
H -16.7103 6.1873 -15.8771
H -30.1512 4.9070 -7.7086
H -21.2632 7.7197 -8.5339
H -27.4614 3.1149 -9.1972
H -25.8480 7.4391 -8.5613
H -24.4682 5.4694 -13.1544
H -17.5521 4.5562 -4.8836
H -17.5423 7.8631 -14.0020
H -26.9763 6.5309 -11.2933
H -27.9389 1.9227 -10.4573
H -29.1637 4.6254 -11.8919
H -28.1505 9.3689 -8.1763
H -29.7376 6.6871 -7.8482
H -19.1687 6.7192 -4.8196
H -25.4983 8.5884 -12.8814
H -28.8589 5.6322 -6.6704
H -23.7911 4.3687 -14.2772
H -26.7956 5.2738 -7.5764
H -19.7829 6.7051 -12.5737
H -17.0348 6.0813 -5.4282
H -26.6578 1.5274 -9.4403
H -19.4026 8.8557 -7.7386
H -14.7208 4.1867 -15.5974
H -18.3643 12.0177 -6.8571
H -16.8855 7.6632 -9.9861
H -15.0538 13.1031 -9.6278
H -18.6102 8.2618 -6.2822
H -26.8498 9.7083 -6.9855
H -22.2007 4.8847 -7.5350
H -20.8283 7.7404 -10.2625
H -26.4134 1.5851 -12.2749
H -25.4867 9.5467 -3.9472
H -22.4107 3.0713 -7.7783
H -24.6276 10.4048 -10.7257
H -27.4340 4.3596 -12.1487
H -15.8901 11.2152 -8.2139
H -15.4632 6.6453 -14.7312
H -24.4323 5.3492 -8.3735
H -16.1272 14.4242 -10.0045
H -20.8127 6.5894 -14.0197
H -25.3664 5.2554 -14.6763
H -17.3092 6.5275 -12.9393
H -25.0266 1.2482 -11.2325
H -19.6727 9.6574 -6.1127
H -18.4801 11.2676 -8.4739
H -16.5469 9.1432 -9.0562

Number 1: HOMO -12.063 eV. Number 2: HOMO -9.249 eV. Number 3: HOMO -8.543 eV. Number 4: HOMO -9.486 eV.